1.
{
  "formula": "C21H20N2O5PV",
  "method": "ωB97M-V/def2-TZVPD",
  "species": ["V", "O", "C", "O", "C", "O", "C", "C", "O", "O", "H", "H", "H", "H", "H", "N", "P", "C", "C", "C", "C", "C", "C", "C", "C", "C", "C", "C", "C", "C", "C", "C", "C", "C", "N", "H", "H", "H", "H", "H", "H", "H", "H", "H", "H", "H", "H", "H", "H", "H"],
  "xyz": [[0.105, -0.081, 1.715], [0.347, 1.821, 5.351], [-0.031, 1.246, 4.232], [0.582, 0.342, 3.696], [-1.333, 1.777, 3.672], [-1.466, 1.423, 2.309], [-1.199, 2.491, 1.404], [0.330, 2.628, 1.123], [0.787, 3.701, 0.806], [0.983, 1.541, 1.277], [1.193, 1.485, 5.696], [-1.369, 2.861, 3.824], [-2.168, 1.317, 4.223], [-1.596, 3.441, 1.775], [-1.706, 2.223, 0.470], [0.585, -1.867, -0.702], [-0.357, -0.458, -0.522], [-1.761, -0.899, -1.590], [-3.062, -0.967, -1.106], [-4.092, -1.328, -1.961], [-3.825, -1.628, -3.287], [-2.527, -1.555, -3.771], [-1.497, -1.185, -2.928], [0.524, 0.753, -1.548], [-0.178, 1.811, -2.118], [0.505, 2.787, -2.820], [1.882, 2.711, -2.954], [2.582, 1.663, -2.378], [1.909, 0.690, -1.661], [1.361, -2.309, 0.333], [2.105, -3.491, 0.236], [2.849, -3.907, 1.319], [2.876, -3.110, 2.461], [2.140, -1.946, 2.472], [1.364, -1.556, 1.451], [0.629, -2.375, -1.579], [-3.262, -0.732, -0.067], [-5.106, -1.373, -1.593], [-4.629, -1.915, -3.949], [-2.319, -1.778, -4.806], [-0.486, -1.097, -3.305], [-1.257, 1.852, -2.027], [-0.035, 3.615, -3.249], [2.414, 3.477, -3.496], [3.655, 1.599, -2.489], [2.453, -0.122, -1.191], [2.072, -4.067, -0.676], [3.402, -4.832, 1.279], [3.455, -3.393, 3.323], [2.171, -1.282, 3.326]],
  "mulliken_charge": [0.06, -0.45, 0.60, -0.42, -0.46, -0.44, -0.65, 1.05, -0.66, -0.65, 0.40, 0.43, 0.44, 0.38, 0.25, 0.01, 1.39, 0.45, -0.28, -0.64, -0.52, -0.77, -0.44, 0.54, -0.23, -0.84, -0.53, -0.78, -0.33, 0.27, -0.94, -0.30, -0.93, -0.14, 0.10, 0.29, 0.33, 0.42, 0.40, 0.42, 0.39, 0.43, 0.44, 0.42, 0.43, 0.32, 0.43, 0.44, 0.43, 0.47],
  "gap_ev": [7.6272, 7.0759],
  "e_lumo_ev": [-3.07, -3.05],
  "e_tot_ha": -2583.160143,
  "spin_multiplicity": 2,
  "charge": 1,
  "homo_ev": [-10.7, -10.1]
}

***

2.
{
  "formula": "C26H19N9OV",
  "method": "ωB97M-V/def2-TZVPD",
  "species": ["V", "C", "C", "C", "C", "N", "C", "N", "C", "N", "C", "N", "C", "C", "C", "C", "C", "N", "C", "C", "C", "C", "C", "C", "H", "H", "H", "H", "H", "H", "H", "H", "H", "H", "H", "H", "O", "C", "C", "C", "C", "C", "C", "N", "H", "H", "H", "H", "H", "H", "H", "N", "C", "N", "C", "N"],
  "xyz": [[0.468, -0.440, 0.676], [4.381, -0.723, -1.174], [4.481, 0.340, -2.069], [3.431, 1.220, -2.151], [2.290, 1.035, -1.360], [2.173, -0.018, -0.525], [3.233, -0.859, -0.439], [1.338, 2.019, -1.477], [0.241, 2.081, -0.840], [-0.326, 1.136, 0.063], [-1.604, 1.644, 0.436], [-2.501, 1.101, 1.151], [-2.435, -0.147, 1.723], [-3.572, -0.525, 2.445], [-3.632, -1.754, 3.053], [-2.534, -2.603, 2.931], [-1.448, -2.175, 2.213], [-1.369, -0.967, 1.601], [-1.785, 2.955, -0.185], [-2.837, 3.850, -0.093], [-2.727, 5.023, -0.827], [-1.607, 5.281, -1.622], [-0.559, 4.376, -1.710], [-0.677, 3.211, -0.972], [5.185, -1.433, -1.042], [5.368, 0.479, -2.672], [3.446, 2.084, -2.799], [3.149, -1.665, 0.269], [-4.382, 0.188, 2.496], [-4.507, -2.053, 3.612], [-2.516, -3.579, 3.392], [-0.587, -2.813, 2.126], [-3.701, 3.640, 0.523], [-3.522, 5.755, -0.785], [-1.560, 6.208, -2.177], [0.311, 4.568, -2.321], [1.200, -2.447, 0.955], [0.988, -3.508, 0.013], [0.152, -2.940, -1.096], [-0.236, -3.739, -2.155], [-1.013, -3.191, -3.160], [-1.377, -1.854, -3.069], [-0.952, -1.122, -1.984], [-0.194, -1.648, -1.002], [1.721, -2.730, 1.717], [0.465, -4.336, 0.497], [1.946, -3.868, -0.365], [0.068, -4.777, -2.187], [-1.330, -3.794, -4.000], [-1.983, -1.381, -3.828], [-1.219, -0.080, -1.885], [1.303, -0.028, 2.217], [1.852, 0.568, 3.130], [2.318, 1.183, 4.030], [3.205, 1.491, 4.946], [3.978, 1.760, 5.755]],
  "mulliken_charge": [0.37, -1.13, -0.42, -0.57, 0.44, 0.12, -0.36, -0.44, -0.36, 0.94, -0.34, -0.42, 0.42, -0.61, -0.44, -1.09, -0.28, 0.23, 0.49, -0.31, -0.69, -0.70, -0.24, 0.47, 0.46, 0.45, 0.54, 0.61, 0.55, 0.45, 0.49, 0.50, 0.56, 0.44, 0.44, 0.56, -0.39, -0.86, 0.72, -1.04, -0.36, -1.04, -0.10, 0.76, 0.28, 0.44, 0.41, 0.53, 0.45, 0.49, 0.38, -0.46, 0.82, -0.33, 0.42, -0.32],
  "de_lowest_kcal_mol": 0.6,
  "gap_ev": [5.7638, 6.4992],
  "e_lumo_ev": [-8.42, -7.71],
  "e_tot_ha": -2513.785953,
  "spin_multiplicity": 2,
  "charge": 2,
  "homo_ev": [-14.2, -14.2]
}

***

3.
{
  "formula": "C26H27N3O2",
  "method": "ωB97M-V/def2-TZVPD",
  "species": ["C", "H", "O", "C", "C", "C", "C", "C", "C", "H", "H", "N", "C", "O", "C", "N", "C", "C", "N", "C", "C", "H", "H", "H", "H", "C", "C", "C", "C", "C", "C", "C", "C", "C", "C", "C", "C", "C", "H", "H", "H", "H", "H", "H", "H", "H", "H", "H", "H", "H", "H", "H", "H", "H", "H", "H", "H", "H"],
  "xyz": [[0.324, 5.520, -6.924], [-0.333, 5.036, -7.654], [-0.164, 5.378, -5.613], [-0.294, 4.120, -5.102], [-0.779, 4.042, -3.795], [-0.947, 2.820, -3.184], [-0.636, 1.640, -3.860], [-0.154, 1.716, -5.161], [0.016, 2.945, -5.776], [0.393, 2.966, -6.786], [0.090, 0.810, -5.689], [-0.828, 0.428, -3.193], [-0.537, -0.833, -3.590], [-0.073, -1.159, -4.660], [-0.909, -1.856, -2.513], [-0.837, -1.277, -1.185], [-1.561, -2.038, -0.185], [-1.532, -1.295, 1.147], [-0.165, -1.120, 1.598], [0.574, -0.382, 0.591], [0.538, -1.127, -0.738], [1.098, -0.563, -1.487], [1.020, -2.110, -0.607], [1.614, -0.299, 0.902], [0.158, 0.634, 0.450], [-0.073, -0.514, 2.937], [1.365, -0.522, 3.413], [2.415, 0.305, 3.074], [3.668, 0.063, 3.625], [3.866, -0.986, 4.507], [2.805, -1.788, 4.897], [1.554, -1.543, 4.357], [0.254, -2.099, 4.698], [-0.098, -3.032, 5.659], [-1.443, -3.260, 5.902], [-2.413, -2.541, 5.223], [-2.062, -1.611, 4.251], [-0.727, -1.418, 3.962], [-2.833, -1.037, 3.757], [-3.456, -2.698, 5.455], [-1.739, -3.985, 6.646], [0.659, -3.560, 6.219], [2.949, -2.578, 5.618], [4.850, -1.163, 4.915], [4.495, 0.707, 3.365], [2.276, 1.150, 2.415], [-0.508, 0.504, 2.942], [-2.073, -1.894, 1.878], [-2.044, -0.321, 1.028], [-2.599, -2.151, -0.509], [-1.123, -3.039, -0.043], [-1.941, -2.164, -2.709], [-0.267, -2.742, -2.638], [-1.175, 0.486, -2.240], [-1.324, 2.772, -2.172], [-1.018, 4.959, -3.280], [1.337, 5.115, -7.023], [0.346, 6.592, -7.116]],
  "mulliken_charge": [-0.83, 0.33, -0.45, 0.72, -0.70, -0.45, 0.44, -0.78, -0.29, 0.37, 0.49, -0.08, 0.61, -0.68, -0.88, 0.16, -1.13, -0.42, 0.05, -0.40, -1.03, 0.37, 0.36, 0.36, 0.25, 1.03, -0.67, -0.05, -0.77, -0.64, -0.49, 0.02, 0.02, -0.50, -0.64, -0.76, -0.07, -0.69, 0.61, 0.38, 0.40, 0.43, 0.43, 0.40, 0.38, 0.60, 0.56, 0.41, 0.25, 0.43, 0.33, 0.42, 0.37, 0.09, 0.36, 0.41, 0.33, 0.23],
  "de_lowest_kcal_mol": 34.2,
  "gap_ev": 8.4392,
  "e_lumo_ev": 0.61,
  "e_tot_ha": -1321.726015,
  "smiles": "COc1ccc(NC(=O)CN2CCN(C3c4ccccc4-c4ccccc43)CC2)cc1",
  "homo_ev": -7.8
}

***

4.
{
  "formula": "C9H11O2P",
  "method": "ωB97M-V/def2-TZVPD",
  "species": ["C", "C", "C", "C", "C", "C", "C", "C", "C", "O", "O", "P", "H", "H", "H", "H", "H", "H", "H", "H", "H", "H", "H"],
  "xyz": [[0.573, 0.674, -3.979], [0.596, 1.747, -3.067], [1.031, -0.539, -3.469], [0.883, 1.560, -1.792], [1.452, -0.739, -2.156], [1.336, 0.327, -1.352], [0.027, 0.260, 2.198], [-0.627, -0.966, 1.467], [-1.359, -1.897, 2.458], [0.559, 1.063, 1.101], [0.385, -1.650, 0.735], [1.751, 0.150, 0.384], [0.295, 0.958, -4.982], [0.383, 2.724, -3.426], [1.290, -1.397, -4.110], [0.953, 2.346, -1.121], [1.720, -1.700, -1.831], [-0.653, 0.843, 2.819], [0.896, -0.093, 2.687], [-1.445, -0.472, 0.730], [-0.760, -2.257, 3.339], [-1.491, -2.802, 2.012], [-2.184, -1.228, 2.720]],
  "mulliken_charge": [-0.54, -0.27, -0.33, -0.60, -0.61, 0.81, -0.82, 0.74, -1.39, -0.31, -0.68, 0.06, 0.37, 0.38, 0.28, 0.47, 0.42, 0.35, 0.40, 0.18, 0.29, 0.40, 0.38],
  "de_lowest_kcal_mol": 96.4,
  "gap_ev": 8.7144,
  "e_lumo_ev": -0.30,
  "e_tot_ha": -841.289215,
  "homo_ev": -9.0
}

***

5.
{
  "formula": "C26H41AsMoN6O6PS",
  "method": "ωB97M-V/def2-TZVPD",
  "species": ["Mo", "O", "As", "O", "O", "C", "C", "C", "C", "C", "C", "S", "O", "O", "O", "H", "H", "H", "H", "H", "N", "C", "C", "C", "C", "C", "N", "H", "H", "H", "H", "H", "H", "N", "P", "N", "C", "C", "C", "C", "C", "N", "C", "C", "C", "C", "C", "N", "C", "C", "C", "C", "C", "H", "H", "H", "H", "H", "H", "H", "H", "H", "H", "H", "H", "H", "H", "H", "H", "H", "H", "H", "H", "H", "H", "H", "H", "H", "H", "H", "H", "H", "H"],
  "xyz": [[-0.396, 1.755, 1.070], [2.915, 0.765, 3.821], [2.430, 1.683, 2.509], [2.657, 1.032, 1.015], [0.597, 1.375, 2.546], [2.762, 3.520, 2.945], [3.757, 3.767, 3.865], [4.018, 5.074, 4.254], [3.331, 6.120, 3.657], [2.389, 5.853, 2.603], [2.115, 4.567, 2.264], [0.723, 4.282, 1.189], [0.897, 3.011, 0.313], [0.590, 5.451, 0.426], [-0.467, 3.856, 1.956], [3.487, 0.066, 3.477], [4.263, 2.927, 4.263], [4.758, 5.221, 5.028], [3.559, 7.139, 3.931], [1.854, 6.662, 2.114], [-2.100, 2.762, -0.091], [-3.073, 2.239, 0.819], [-4.419, 2.634, 0.874], [-5.147, 1.989, 1.813], [-4.558, 1.127, 2.750], [-3.265, 0.856, 2.648], [-2.522, 1.393, 1.660], [-2.324, 2.415, -1.005], [-2.033, 3.788, 0.006], [-4.794, 3.429, 0.230], [-6.205, 2.148, 1.892], [-5.202, 0.671, 3.508], [-2.815, 0.124, 3.311], [-0.315, 0.455, -0.007], [-0.091, -1.007, -0.960], [-0.871, -2.060, -0.073], [-0.925, -2.099, 1.389], [-1.939, -3.107, 1.867], [-1.511, -4.475, 1.354], [-1.171, -4.515, -0.156], [-1.499, -3.201, -0.809], [-0.690, -0.788, -2.424], [-0.016, -1.523, -3.637], [-1.026, -2.377, -4.412], [-2.351, -1.569, -4.633], [-2.303, -0.082, -4.124], [-1.934, 0.049, -2.669], [1.492, -1.273, -0.940], [2.110, -2.292, -0.107], [3.344, -2.952, -0.847], [4.253, -1.959, -1.501], [3.445, -1.053, -2.427], [2.413, -0.271, -1.644], [-1.062, -1.095, 1.807], [0.035, -2.459, 1.736], [-2.984, -2.835, 1.632], [-1.970, -3.054, 3.000], [-2.324, -5.173, 1.516], [-0.616, -4.827, 1.909], [-1.861, -5.278, -0.649], [-0.212, -4.904, -0.286], [-2.569, -3.042, -0.861], [-1.058, -3.193, -1.779], [0.729, -2.167, -3.171], [0.547, -0.752, -4.168], [-1.210, -3.373, -3.965], [-0.569, -2.546, -5.445], [-3.207, -2.029, -4.068], [-2.621, -1.518, -5.686], [-3.299, 0.415, -4.148], [-1.556, 0.471, -4.725], [-2.766, -0.291, -2.034], [-1.797, 1.139, -2.577], [1.413, -3.078, 0.192], [2.380, -1.900, 0.872], [2.978, -3.612, -1.589], [3.968, -3.584, -0.232], [5.045, -2.418, -2.031], [4.753, -1.380, -0.716], [2.883, -1.554, -3.184], [4.120, -0.371, -2.997], [1.741, 0.304, -2.290], [2.892, 0.502, -0.967]],
  "mulliken_charge": [0.65, -0.50, 0.87, -0.36, -0.66, 0.23, -0.65, -0.58, -0.72, -0.48, 0.01, 1.63, -0.54, -0.59, -0.57, 0.39, 0.56, 0.45, 0.45, 0.52, -0.07, 0.55, -1.03, -0.17, -0.80, -0.45, 0.48, 0.30, 0.45, 0.52, 0.49, 0.45, 0.52, 0.78, -2.69, 0.97, 0.21, -1.02, -0.63, -0.97, -0.12, 0.83, -0.72, -0.68, -0.69, -1.19, -0.04, 1.51, -0.17, -1.15, -0.72, -0.74, -0.45, -0.36, 0.27, 0.39, 0.37, 0.35, 0.29, 0.44, 0.31, 0.45, 0.09, 0.24, 0.66, 0.27, 0.44, 0.26, 0.43, 0.47, 0.41, 0.51, -0.16, 0.16, 0.24, 0.37, 0.45, 0.49, 0.26, 0.23, 0.38, 0.53, 0.09],
  "gap_ev": 6.1097,
  "e_lumo_ev": -11.21,
  "e_tot_ha": -4837.912655,
  "charge": 3,
  "homo_ev": -17.3
}

***

- Number 4 is which compound?
  C9H11O2P